[1]
ORCA calculation (the ωB97M-V functional and the def2-TZVPD basis) on one molecule with the formula C2H2N2O2S.

## Properties
relative energy (zero: lowest compared OMol25 entry of this formula, charge and spin) = 189.6 kJ/mol
max |F| = 5.7 eV Å⁻¹
SMILES = O=c1ocnn1S
M = 118.12 g mol⁻¹
orbital gap = 9.083 eV

Each line ends with the natural charge from an NBO analysis.
Positions of all 9 atoms, in Å:
O (-0.328, 1.919, 0.082)  -0.575
C (0.093, 0.837, 0.145)  0.816
O (1.387, 0.406, -0.194)  -0.448
C (1.338, -0.891, -0.049)  0.303
N (0.193, -1.328, 0.208)  -0.298
N (-0.631, -0.346, 0.227)  -0.387
S (-2.360, -0.337, -0.098)  0.173
H (2.427, -1.356, -0.287)  0.219
H (-2.118, 1.096, -0.033)  0.196

---

[2]
ORCA calculation (the ωB97M-V functional and the def2-TZVPD basis) on one molecule with the formula C2H2N2O2S2.

## Properties
relative energy (zero: lowest compared OMol25 entry of this formula, charge and spin) = 359.2 kJ/mol
max |F| = 3.8 eV Å⁻¹
SMILES = O=c1o[nH]n(S)c1=S
M = 150.18 g mol⁻¹
orbital gap = 8.426 eV

Each line ends with the natural charge from an NBO analysis.
Positions of all 10 atoms, in Å:
O (2.734, 0.141, -0.139)  -0.504
C (1.561, -0.132, -0.156)  0.704
O (1.137, -1.382, -0.216)  -0.315
N (-0.244, -1.447, -0.272)  -0.115
N (-0.685, -0.095, -0.307)  -0.390
S (-2.402, 0.200, -0.223)  0.205
C (0.310, 0.774, -0.148)  -0.081
S (0.421, 2.399, -0.216)  -0.024
H (-0.591, -1.665, 0.745)  0.342
H (-2.240, 1.208, 0.934)  0.178